Here is the ion C3H7N2 with charge +1 at a distorted geometry from the OMol25 dataset. Energies are from ωB97M-V/def2-TZVPD.

Calculated values
Energy above the lowest of the compared OMol25 structures with the same formula, charge and spin in kcal per mole: 81.4
Maximum force in eV/A: 7.1
LUMO energy in eV: -5.151
HOMO energy in Eh: -0.5548
SMILES: CN1C=[NH+]C1
Multiplicity: 1
Net charge: +1

Last column: Löwdin charge in e.
Element x y z (Å)
C 0.53019 -0.04587 -1.30646  0.2492
C 0.82035 0.10647 0.80535  -0.1807
C -1.68565 -0.03911 0.04086  0.0541
N -0.19506 0.03183 -0.23310  -0.1003
N 1.94873 0.15486 -0.16477  0.0893
H 0.59025 -0.03055 -2.38906  0.1451
H 0.70064 1.01119 1.39578  0.1430
H 0.78250 -0.66220 1.56920  0.1449
H -1.85472 0.18335 1.09123  0.1003
H -2.27330 0.81156 -0.52308  0.1538
H -2.09950 -0.94159 -0.18592  0.0606
H 2.73557 -0.57993 -0.10003  0.1406

Here is a cluster of 4 separate species, C36H54Cl2F25N3O9P in total at a distorted geometry from the OMol25 dataset. Energies are from ωB97M-V/def2-TZVPD.

Calculated values
Maximum force in eV/A: 6.3
LUMO energy in eV: -3.890
HOMO energy in Eh: -0.4713
Multiplicity: 1
Net charge: +1

Last column: Löwdin charge in e.
Element x y z (Å)
C -4.43800 -1.54302 4.31240  -0.0949
C -4.78164 -2.65539 3.27618  -0.2375
C -4.93562 -1.99010 1.89867  -0.2128
C -5.67105 -2.82794 0.84122  -0.1912
C -5.19957 -4.29021 0.71074  -0.1860
C -3.67611 -4.49730 0.72462  -0.1879
C -2.90444 -3.53544 -0.22910  -0.1276
C -1.44910 -3.48519 0.32596  -0.0883
N -0.45242 -3.13701 -0.70469  0.1002
C -0.14854 -4.20909 -1.64694  -0.0419
C 0.45432 -5.47235 -0.99788  -0.1709
O 1.62706 -5.23236 -0.26755  -0.1393
C 1.45587 -5.18227 1.14155  -0.2672
C 1.08956 -6.52900 1.77492  -0.0495
C 0.07322 -1.99857 -0.74238  -0.2511
N -0.23897 -0.96085 0.13634  -0.0708
C -1.56964 -0.38214 0.03712  -0.0243
C -1.61898 1.13246 -0.00930  -0.4991
O -1.36199 1.85221 0.81935  0.2403
F -2.07434 1.61989 -1.15999  0.1297
O 0.23562 -1.18292 1.42253  -0.0871
C 0.86742 -0.01314 1.98668  -0.1717
C 2.12838 -0.34095 2.80720  -0.1910
C 2.79945 -1.69249 2.47980  -0.0906
N 1.05309 -1.75761 -1.72597  -0.0949
C 2.43492 -1.68312 -1.21444  -0.6407
Cl 2.99388 -0.05078 -0.76674  0.7178
C 3.39485 -2.46470 -2.23516  -0.6485
C 4.06972 -3.67405 -1.55285  -0.1023
Cl 4.72306 -1.35378 -2.75512  0.6133
P 0.54571 -0.58288 -2.85388  0.3845
O -0.73931 -1.02623 -3.31916  -0.2032
O 1.57308 -0.59793 -4.07901  -0.0649
O 0.37036 0.90727 -2.30110  -0.0989
H -3.35488 -1.40533 4.24853  0.0650
H -4.70924 -1.81919 5.32682  0.0716
H -4.88507 -0.60170 4.00079  0.0585
H -5.66083 -3.22916 3.57191  0.1113
H -3.93600 -3.34355 3.31669  0.0859
H -3.94700 -1.64204 1.58254  0.0789
H -5.53159 -1.08703 2.04835  0.1032
H -5.54300 -2.35143 -0.13571  0.1073
H -6.73546 -2.84414 1.07386  0.1127
H -5.61245 -4.85627 1.54880  0.1121
H -5.57132 -4.75081 -0.20506  0.1130
H -3.46503 -5.49590 0.32721  0.1159
H -3.22681 -4.47538 1.71800  0.0950
H -3.28820 -2.52388 -0.18304  0.0749
H -2.96575 -3.98201 -1.21871  0.1184
H -1.45398 -2.77889 1.15071  0.1279
H -1.25132 -4.46436 0.75028  0.1100
H 0.47516 -3.91571 -2.48150  0.1332
H -1.10192 -4.51180 -2.08329  0.1400
H 0.72462 -6.12916 -1.82646  0.1433
H -0.33408 -5.99372 -0.45058  0.1163
H 2.43511 -4.91381 1.54546  0.1183
H 0.77723 -4.39486 1.48550  0.0979
H 1.59849 -7.36973 1.31179  0.0911
H 0.01862 -6.68862 1.59165  0.0646
H 1.18302 -6.50547 2.85659  0.0860
H -2.15408 -0.71373 0.90385  0.1276
H -2.08559 -0.79401 -0.83178  0.1362
H 1.10587 0.66189 1.16907  0.0882
H 0.14413 0.50643 2.61511  0.1208
H 2.85398 0.43746 2.56662  0.1066
H 1.91483 -0.21144 3.86576  0.1051
H 3.55905 -1.51228 1.71915  0.0528
H 3.36374 -2.00809 3.35634  0.0802
H 2.10477 -2.47186 2.17852  0.0422
H 2.47449 -2.27004 -0.29809  0.0795
H 2.79420 -2.76775 -3.08449  0.0878
H 5.12313 -3.46085 -1.40385  0.0622
H 3.93101 -4.55183 -2.17857  0.0864
H 3.64247 -3.90993 -0.57936  0.0562
H 2.23547 0.10188 -3.94156  0.0809
H 1.15212 1.45293 -2.48875  0.0436
C 1.42006 6.22256 -2.64692  -0.0338
C 2.06319 7.23049 -3.60995  -0.4452
C 1.90657 6.92766 -5.09871  -0.2920
F 2.45693 5.73356 -5.42277  0.0845
F 2.54355 7.87687 -5.82153  0.1051
F 3.36564 7.38527 -3.28655  0.1346
F 1.46421 8.42979 -3.38045  0.1169
O 2.27605 5.22117 -2.11262  0.0626
C 2.52308 4.11113 -2.87326  -0.5154
C 3.97904 4.01662 -3.32214  -0.2789
F 4.35086 5.11351 -4.00282  0.1055
F 4.14423 2.95120 -4.14909  0.0932
F 1.66172 4.05754 -3.90618  0.1411
F 2.24794 3.02748 -2.08296  0.0982
H 1.10595 6.79742 -1.77758  0.1531
H 0.50299 5.79611 -3.05312  0.1481
H 0.85208 6.92559 -5.38968  0.1770
H 4.64531 3.90248 -2.46323  0.1702
C -8.86447 1.64706 5.38172  -0.0451
C -9.46667 1.37075 6.76654  -0.4457
C -8.66175 0.44108 7.67205  -0.2942
F -8.49814 -0.78012 7.11205  0.0835
F -9.32092 0.26586 8.84099  0.1026
F -10.73092 0.92105 6.62057  0.1354
F -9.55588 2.57102 7.40402  0.1116
O -9.34800 0.85645 4.30951  0.0544
C -8.80201 -0.39465 4.13220  -0.5320
C -9.81128 -1.51106 4.39606  -0.2763
F -10.32415 -1.41390 5.63617  0.1027
F -9.19421 -2.71488 4.29775  0.0937
F -7.68607 -0.53416 4.87697  0.1250
F -8.41269 -0.46258 2.83647  0.1362
H -9.16407 2.66133 5.12301  0.1513
H -7.77463 1.66907 5.40790  0.1452
H -7.67846 0.86624 7.89437  0.1747
H -10.62966 -1.46672 3.67377  0.1786
C 8.59583 6.00662 -4.55387  -0.0416
C 9.90123 5.38154 -5.06536  -0.4450
C 9.82335 3.91291 -5.47633  -0.2930
F 9.44133 3.12623 -4.44305  0.0831
F 11.04525 3.48955 -5.87697  0.1012
F 10.87530 5.57149 -4.14939  0.1339
F 10.26913 6.08653 -6.17054  0.1124
O 8.41991 6.04845 -3.14741  0.0561
C 7.94896 4.91932 -2.52127  -0.5331
C 8.98670 4.28751 -1.59530  -0.2751
F 10.11489 3.99255 -2.26598  0.1031
F 8.49648 3.13047 -1.08354  0.0940
F 7.47457 4.04663 -3.43449  0.1268
F 6.88562 5.31284 -1.78085  0.1382
H 8.62962 7.05356 -4.85050  0.1524
H 7.72085 5.59543 -5.05808  0.1457
H 9.12463 3.77547 -6.30673  0.1753
H 9.23316 4.96671 -0.77603  0.1787

Here is an isolated molecule of C4H5N3O at a distorted geometry from the OMol25 dataset. Energies are from ωB97M-V/def2-TZVPD.

Calculated values
Energy above the lowest of the compared OMol25 structures with the same formula, charge and spin in kcal per mole: 113.9
Maximum force in eV/A: 2.0
LUMO energy (alpha / beta) in eV: -0.779 / -0.845
HOMO energy (alpha / beta) in Eh: -0.2850 / -0.3100
Multiplicity: 1

Last column: Löwdin charge in e.
Element x y z (Å)
C -0.45269 -0.50872 0.02327  -0.2547
C -0.60627 0.73539 -0.64734  -0.2786
N -1.30151 -1.51930 0.15900  0.1874
C 0.85387 -0.26910 0.65959  -0.2338
O 1.93513 -0.87312 -0.00878  -0.0081
N -1.64726 1.34855 -1.04817  0.1381
C 0.77474 1.26785 0.02238  -0.2897
N 1.46146 2.23560 0.14504  0.1882
H 2.73892 -0.37768 0.20739  0.1052
H -0.98900 -2.45207 0.37622  0.1187
H -2.26851 -1.39459 -0.10606  0.1190
H -1.41355 2.21719 -1.52922  0.0602
H 0.91467 -0.40999 1.74668  0.1481

Here is a cluster of 2 separate species, C4H8NO2 in total at a distorted geometry from the OMol25 dataset. Energies are from ωB97M-V/def2-TZVPD.

Calculated values
Energy above the lowest of the compared OMol25 structures with the same formula, charge and spin in kcal per mole: 75.1
Maximum force in eV/A: 5.3
LUMO energy (alpha / beta) in eV: -3.664 / -7.893
⟨S²⟩: 2.01
HOMO energy (alpha / beta) in Eh: -0.4541 / -0.4930
Multiplicity: 3
Net charge: +1

Last column: Mulliken spin population.
Element x y z (Å)
C 1.97901 0.74570 -0.06254  0.4786
C 1.49794 -0.47427 -0.07971  0.9439
C -1.47045 -0.86535 0.95777  0.0045
C -1.71374 0.67215 -0.88821  -0.0033
N -1.04796 -0.11528 -0.15158  0.1080
O 1.72228 1.90345 -0.50524  0.1519
O 1.68610 -1.70081 0.07828  0.1784
H 2.96565 0.76580 0.29227  0.0974
H -0.70657 -0.88651 1.69164  -0.0010
H -1.53402 -1.90877 0.55480  0.0002
H -2.46275 -0.58707 1.44611  0.0083
H 0.95498 2.49557 -0.23137  0.0145
H -1.25130 1.06242 -1.76144  0.0014
H -2.70280 1.06147 -0.66699  0.0059
H 2.08363 -2.16849 -0.67381  0.0113